A molecular structure, C36H74HgN4O4 at a distorted geometry, computed with wB97M-V/def2-TZVPD.

Frontier orbital gap: 5.8 eV
DFT total energy: -2089.1930 hartree
LUMO energy: -0.271 eV
Highest occupied orbital energy: -6.05 eV
Energy relative to the best compared isomer or geometry (same formula, charge and spin): 0.0 kcal/mol

```
! RIJCOSX wB97M-V def2-TZVPD def2/J DEFGRID3
* xyz 0 1
Hg 0.25 0.52 -0.29
C 0.63 -2.55 2.76
C -0.44 -1.73 3.48
C -0.38 -2.13 4.96
C -1.07 -1.14 5.88
C -0.58 0.27 5.56
C -0.79 0.70 4.11
N -0.16 -0.32 3.26
O -0.20 0.06 1.92
C 0.06 1.97 4.02
C -2.26 0.99 3.82
C -1.81 -2.20 2.95
H 0.38 -3.61 2.86
H 1.59 -2.43 3.27
H 0.81 -2.30 1.72
H 0.67 -2.19 5.27
H -0.78 -3.14 5.10
H -0.83 -1.38 6.92
H -2.16 -1.24 5.83
H 0.50 0.18 5.76
H -0.94 0.92 6.36
H -0.40 2.74 4.64
H 0.10 2.34 2.99
H 1.10 1.77 4.29
H -2.63 1.62 4.63
H -2.84 0.07 3.72
H -2.39 1.51 2.87
H -2.02 -1.76 1.97
H -2.67 -1.93 3.56
H -1.83 -3.27 2.73
C 1.50 -2.32 -4.21
C 0.00 -2.07 -3.99
C -0.78 -3.16 -4.76
C -0.80 -4.47 -3.97
C -1.35 -4.15 -2.59
C -0.46 -3.19 -1.81
N -0.47 -1.98 -2.62
O 0.09 -0.82 -2.06
C 0.87 -3.87 -1.46
C -1.19 -2.92 -0.52
C -0.35 -0.78 -4.75
H 2.16 -1.64 -3.66
H 1.77 -2.26 -5.27
H 1.81 -3.33 -3.93
H -0.30 -3.37 -5.72
H -1.80 -2.80 -4.91
H 0.16 -4.98 -4.07
H -1.51 -5.20 -4.39
H -1.46 -5.06 -1.98
H -2.37 -3.79 -2.65
H 1.63 -3.10 -1.28
H 1.19 -4.52 -2.27
H 0.85 -4.51 -0.58
H -1.39 -3.83 0.04
H -2.16 -2.46 -0.74
H -0.64 -2.29 0.17
H -0.03 -0.95 -5.78
H 0.19 0.09 -4.38
H -1.42 -0.60 -4.70
C 5.08 0.01 -0.31
C 3.70 -0.11 0.38
C 3.92 -0.29 1.89
C 4.24 0.99 2.67
C 3.16 2.02 2.32
C 3.07 2.33 0.82
N 2.80 1.06 0.15
O 2.44 1.24 -1.22
C 1.87 3.26 0.71
C 4.33 3.02 0.30
C 2.92 -1.31 -0.13
H 5.10 0.72 -1.13
H 5.31 -0.97 -0.76
H 5.87 0.09 0.43
H 3.07 -0.78 2.36
H 4.81 -0.91 2.05
H 5.24 1.41 2.54
H 4.02 0.81 3.72
H 3.26 2.94 2.88
H 2.22 1.50 2.54
H 1.99 4.14 1.34
H 1.70 3.60 -0.31
H 1.00 2.78 1.16
H 4.41 2.97 -0.80
H 4.37 4.10 0.45
H 5.27 2.59 0.64
H 1.89 -1.38 0.20
H 3.30 -2.27 0.23
H 3.07 -1.34 -1.22
H 3.28 1.32 -1.70
C -0.11 2.58 -2.70
C -1.58 2.71 -2.36
C -2.40 2.17 -3.52
C -3.88 2.12 -3.27
C -4.12 1.23 -2.04
C -3.30 1.64 -0.82
N -1.90 1.92 -1.14
O -1.24 2.47 0.01
C -4.05 2.74 -0.05
C -3.31 0.42 0.09
C -1.88 4.20 -2.16
H 0.21 1.54 -2.74
H 0.50 3.06 -1.93
H 0.12 3.06 -3.65
H -2.20 2.80 -4.39
H -2.03 1.18 -3.79
H -4.45 1.68 -4.09
H -4.37 3.08 -3.07
H -3.84 0.21 -2.31
H -5.18 1.25 -1.81
H -5.05 2.43 0.23
H -3.57 3.07 0.89
H -4.13 3.66 -0.64
H -4.32 0.08 0.35
H -2.85 -0.43 -0.41
H -2.76 0.58 1.02
H -1.43 4.62 -1.26
H -2.93 4.48 -2.11
H -1.43 4.77 -2.98
H -1.85 3.13 0.37
*
```

=====

14 unconnected molecules or ions with the total composition C36H74N14O29 at a distorted geometry, computed with wB97M-V/def2-TZVPD.

Frontier orbital gap: 9.5 eV
DFT total energy: -4363.4511 hartree
LUMO energy: -0.346 eV
Highest occupied orbital energy: -9.85 eV

```
! RIJCOSX wB97M-V def2-TZVPD def2/J DEFGRID3
* xyz 0 1
C -1.98 1.21 0.73
C -2.58 0.86 2.11
C -1.86 -0.30 2.79
C -0.51 0.14 3.41
C 0.65 -0.72 2.88
C 2.00 -0.23 3.40
C 2.29 -0.43 4.89
C 2.95 0.79 5.56
C 1.95 1.87 6.00
C 1.60 2.95 4.97
C 2.80 3.64 4.28
C 2.94 3.38 2.78
C 1.62 3.47 1.98
C 1.74 4.17 0.62
C 1.46 5.69 0.61
N 0.92 6.21 1.85
C -0.35 6.75 1.96
O -1.18 6.79 1.10
C -0.44 7.24 3.37
C -1.53 7.71 4.08
C -1.31 8.07 5.42
C -0.04 7.98 6.00
C 1.05 7.53 5.26
O 2.31 7.47 5.81
C 0.83 7.16 3.93
C 1.76 6.65 2.88
O 2.95 6.65 2.85
H -1.35 2.10 0.80
H -2.77 1.43 0.02
H -1.38 0.38 0.36
H -2.56 1.75 2.74
H -3.62 0.58 1.98
H -2.49 -0.67 3.60
H -1.66 -1.07 2.05
H -0.30 1.13 3.01
H -0.56 0.15 4.49
H 0.49 -1.78 3.05
H 0.65 -0.53 1.81
H 2.02 0.85 3.21
H 2.81 -0.65 2.80
H 3.01 -1.25 4.98
H 1.41 -0.74 5.44
H 3.46 0.43 6.45
H 3.68 1.17 4.84
H 2.24 2.31 6.95
H 1.02 1.34 6.21
H 1.05 3.73 5.51
H 0.90 2.53 4.26
H 2.80 4.71 4.51
H 3.70 3.25 4.76
H 3.65 4.10 2.38
H 3.38 2.40 2.63
H 0.84 3.89 2.61
H 1.31 2.44 1.77
H 2.73 3.98 0.23
H 1.02 3.70 -0.05
H 2.39 6.23 0.42
H 0.80 5.93 -0.21
H -2.51 7.78 3.62
H -2.13 8.42 6.03
H 0.13 8.26 7.03
H 2.49 6.57 6.10
C 0.29 -4.35 5.01
N -0.17 -3.29 5.94
O -0.25 -3.57 7.12
O -0.43 -2.21 5.46
H 0.49 -5.25 5.58
H -0.50 -4.51 4.28
H 1.19 -3.98 4.52
C -0.65 -2.52 9.98
N -0.63 -2.25 11.44
O -0.96 -3.14 12.19
O -0.28 -1.14 11.80
H -0.97 -3.54 9.83
H -1.33 -1.81 9.52
H 0.36 -2.38 9.61
C -5.49 -0.24 -3.05
N -4.37 -0.03 -2.10
O -4.46 0.87 -1.29
O -3.43 -0.79 -2.19
H -6.26 0.51 -2.85
H -5.09 -0.13 -4.05
H -5.87 -1.24 -2.90
C -2.50 -3.55 -0.91
N -2.58 -5.03 -0.84
O -2.33 -5.66 -1.86
O -2.90 -5.52 0.22
H -2.20 -3.26 -1.91
H -3.48 -3.16 -0.67
H -1.76 -3.23 -0.18
C -2.29 -5.42 -5.25
N -2.42 -4.04 -5.79
O -1.45 -3.55 -6.35
O -3.48 -3.48 -5.64
H -1.29 -5.78 -5.46
H -2.47 -5.37 -4.18
H -3.04 -6.03 -5.75
C 5.82 2.42 -1.09
N 4.92 1.92 -0.01
O 5.20 2.20 1.14
O 3.97 1.26 -0.35
H 6.62 2.99 -0.63
H 6.20 1.55 -1.62
H 5.21 3.04 -1.74
C -1.83 9.12 -0.80
N -1.55 9.54 -2.20
O -0.51 9.15 -2.71
O -2.37 10.24 -2.75
H -1.02 8.50 -0.45
H -1.93 10.02 -0.21
H -2.76 8.56 -0.81
C -4.29 -7.35 -9.50
N -4.21 -7.07 -8.04
O -4.43 -7.98 -7.27
O -3.93 -5.94 -7.71
H -4.55 -8.39 -9.64
H -5.05 -6.70 -9.92
H -3.32 -7.13 -9.92
C 0.05 -6.45 12.85
N -0.37 -6.68 11.44
O -1.17 -7.57 11.23
O 0.12 -5.97 10.59
H -0.47 -7.15 13.48
H 1.13 -6.58 12.89
H -0.22 -5.42 13.09
C -1.01 -1.66 -8.69
N -0.98 -1.65 -10.18
O 0.04 -1.26 -10.73
O -1.97 -2.03 -10.76
H -0.06 -1.29 -8.33
H -1.83 -1.01 -8.38
H -1.20 -2.68 -8.37
C -1.53 -10.29 -7.51
N -1.36 -9.56 -8.80
O -2.30 -9.54 -9.57
O -0.29 -9.03 -8.99
H -2.53 -10.71 -7.49
H -0.78 -11.07 -7.48
H -1.38 -9.58 -6.71
C 3.65 0.47 -8.47
N 2.76 -0.05 -7.40
O 2.92 0.35 -6.27
O 1.91 -0.84 -7.77
H 4.36 1.17 -8.04
H 4.16 -0.38 -8.91
H 3.02 0.96 -9.21
C 3.10 0.71 -12.97
N 4.33 1.01 -12.19
O 4.31 1.97 -11.44
O 5.28 0.27 -12.35
H 2.35 1.45 -12.73
H 3.37 0.75 -14.02
H 2.78 -0.29 -12.70
*
```

=====

4 unconnected molecules or ions with the total composition C36H74NO11 at a distorted geometry, computed with wB97M-V/def2-TZVPD.

Frontier orbital gap: 8.9 eV
DFT total energy: -2297.8591 hartree
LUMO energy: -3.041 eV
Highest occupied orbital energy: -11.90 eV

```
! RIJCOSX wB97M-V def2-TZVPD def2/J DEFGRID3
* xyz 1 1
C 7.45 -0.37 1.70
C 8.54 0.33 2.74
C 7.85 1.64 3.51
C 8.04 3.05 2.66
C 6.96 3.25 1.44
C 5.38 3.26 1.93
C 4.92 4.71 2.59
C 4.76 5.75 1.31
C 3.18 6.14 1.03
C 2.41 5.06 0.01
C 0.86 4.83 0.52
C -0.01 4.16 -0.72
C -0.76 2.81 -0.12
C -0.05 1.39 -0.55
C -1.15 0.25 -1.08
C -1.69 -0.71 0.17
C -2.37 0.20 1.40
C -2.85 -0.88 2.54
C -3.38 -0.16 3.95
C -4.47 1.01 3.63
C -4.05 2.52 4.10
N -2.58 2.75 4.34
C -2.22 4.23 4.61
C -2.99 5.27 3.61
O -4.40 4.92 3.31
C -4.46 3.53 2.83
O -3.49 3.33 1.71
H 7.95 -0.47 0.62
H 6.44 0.25 1.62
H 7.17 -1.44 2.11
H 8.77 -0.47 3.57
H 9.53 0.68 2.21
H 8.34 1.72 4.59
H 6.73 1.34 3.68
H 9.12 2.97 2.16
H 8.05 3.98 3.39
H 7.13 2.50 0.52
H 7.16 4.33 1.00
H 4.74 3.03 0.95
H 5.11 2.41 2.69
H 5.79 5.05 3.31
H 3.92 4.54 3.17
H 5.38 6.72 1.61
H 5.24 5.30 0.31
H 3.13 7.19 0.48
H 2.55 6.27 2.03
H 2.33 5.57 -1.05
H 2.98 4.04 -0.06
H 0.39 5.85 0.88
H 0.92 4.11 1.45
H -0.86 4.94 -0.98
H 0.61 3.97 -1.69
H -0.81 2.83 1.08
H -1.90 2.73 -0.45
H 0.58 0.91 0.34
H 0.70 1.64 -1.45
H -2.08 0.79 -1.58
H -0.64 -0.42 -1.93
H -0.84 -1.43 0.55
H -2.51 -1.42 -0.32
H -3.26 0.83 0.96
H -1.55 0.91 1.84
H -3.70 -1.61 2.13
H -1.94 -1.57 2.83
H -3.98 -1.03 4.51
H -2.51 0.13 4.67
H -4.80 1.03 2.49
H -5.47 0.74 4.22
H -4.69 2.94 5.02
H -2.34 2.26 5.26
H -1.94 2.34 3.62
H -1.06 4.34 4.42
H -2.41 4.54 5.73
H -2.38 5.52 2.62
H -3.05 6.31 4.19
H -5.52 3.23 2.39
H -3.77 3.87 0.91
C -1.33 -4.59 -1.30
C 0.10 -4.29 -0.89
O 0.53 -5.16 0.16
C 0.87 -6.42 -0.21
O 0.85 -6.86 -1.35
O 1.20 -7.11 0.90
C 1.50 -8.49 0.66
H -1.99 -4.56 -0.42
H -1.69 -3.87 -2.03
H -1.42 -5.59 -1.73
H 0.16 -3.27 -0.51
H 0.78 -4.35 -1.75
H 2.25 -8.60 -0.12
H 0.58 -9.02 0.39
H 1.89 -8.92 1.58
C 1.03 -2.46 -7.82
C 1.62 -2.02 -6.49
O 1.39 -0.63 -6.27
C 0.15 -0.29 -5.86
O -0.78 -1.06 -5.66
O 0.09 1.06 -5.73
C -1.20 1.56 -5.39
H 1.40 -1.83 -8.63
H 1.28 -3.50 -8.03
H -0.06 -2.36 -7.82
H 2.70 -2.17 -6.51
H 1.23 -2.62 -5.66
H -1.60 1.06 -4.50
H -1.88 1.44 -6.24
H -1.10 2.63 -5.17
C -6.18 -8.35 -4.06
C -6.42 -8.13 -2.58
O -5.78 -6.94 -2.13
C -6.41 -5.78 -2.44
O -7.47 -5.67 -3.04
O -5.65 -4.75 -1.98
C -6.16 -3.46 -2.32
H -5.11 -8.34 -4.29
H -6.60 -9.32 -4.38
H -6.65 -7.56 -4.66
H -5.98 -8.96 -2.02
H -7.49 -8.11 -2.34
H -7.21 -3.35 -2.01
H -6.06 -3.29 -3.39
H -5.57 -2.71 -1.79
*
```